Entry P
Formula: C8H12N2O2
Source: OMol25
Level of theory: ωB97M-V with the def2-TZVPD basis set

Structure (ORCA input):
```
! wB97M-V def2-TZVPD RIJCOSX def2/J DEFGRID3
* xyz 0 1
O 0.258 0.073 2.480
O -2.115 1.035 0.033
N -4.017 1.800 -1.079
N -2.378 -1.010 -1.362
C -3.104 1.430 -0.403
C -1.629 -1.253 -0.378
C 1.808 1.425 0.742
C -1.079 -0.970 0.807
C 1.335 -0.015 0.356
C 2.396 -1.099 0.628
C 0.151 -0.315 1.276
C 0.999 -0.106 -1.155
H 2.166 1.390 1.742
H 3.299 -1.024 0.087
H 0.635 0.917 -1.491
H -2.799 -1.615 -2.061
H 2.565 -1.050 1.693
H 0.278 -0.862 -1.432
H -4.530 1.029 -1.672
H -1.711 -1.181 1.687
H 2.663 1.669 0.152
H 1.901 -0.236 -1.740
H 0.904 2.073 0.563
H 2.003 -2.104 0.529
*
```

Highest occupied orbital energy, Ha: -0.3352
Kohn-Sham gap, eV: 9.3



Entry Q
Formula: C8H12N2O2
Source: OMol25
Level of theory: ωB97M-V with the def2-TZVPD basis set

Structure (ORCA input):
```
! wB97M-V def2-TZVPD RIJCOSX def2/J DEFGRID3
* xyz 0 1
O -0.520 0.013 3.481
O -1.376 -1.451 -2.902
N 0.746 0.695 1.726
N 1.180 0.680 0.425
C 0.013 0.504 -2.677
C 1.037 -0.184 -1.897
C -1.461 -0.065 -2.765
C 1.447 1.863 2.576
C 0.574 -0.179 -0.426
C -0.428 -1.122 0.087
C -0.200 -0.075 2.202
C -0.741 -0.940 1.382
H -1.823 -1.775 1.623
H 2.497 1.526 2.462
H -1.099 -1.283 -3.920
H -0.911 -1.916 -0.585
H 1.254 2.644 2.069
H 1.736 0.538 -1.808
H 0.906 1.547 3.681
H 0.093 1.465 -2.564
H 0.211 0.510 -3.696
H -2.056 0.610 -3.286
H -1.650 0.391 -1.875
H 1.079 -1.194 -2.670
*
```

Highest occupied orbital energy, Ha: -0.3180
Kohn-Sham gap, eV: 8.8



Which one sits at the top of the stability order? entry P does.



Entry P
Formula: C3H5FS
Source: OMol25
Level of theory: ωB97M-V with the def2-TZVPD basis set

Structure (ORCA input):
```
! wB97M-V def2-TZVPD RIJCOSX def2/J DEFGRID3
* xyz 0 1
S -0.193 -1.028 -0.337
F 2.369 -1.176 0.012
C 2.053 0.192 -0.136
C 0.779 0.487 -0.355
C -1.970 -0.266 0.069
H -2.224 0.445 -0.782
H -2.814 -1.151 0.542
H 2.849 0.703 0.391
H -1.411 0.406 0.912
H 0.563 1.388 -0.315
*
```

Highest occupied orbital energy, Ha: -0.3081
Kohn-Sham gap, eV: 9.2



Entry Q
Formula: C3H5FS
Source: OMol25
Level of theory: ωB97M-V with the def2-TZVPD basis set

Structure (ORCA input):
```
! wB97M-V def2-TZVPD RIJCOSX def2/J DEFGRID3
* xyz 0 1
S 0.768 -0.516 -0.201
F -2.206 -0.666 0.171
C 2.394 0.215 0.232
C -0.434 0.873 -0.048
C -1.728 0.620 0.019
H 2.678 1.229 -0.264
H 2.696 0.137 1.427
H -2.448 1.353 -0.124
H 0.076 1.829 -0.327
H 3.168 -0.553 -0.258
*
```

Highest occupied orbital energy, Ha: -0.3147
Kohn-Sham gap, eV: 9.5



Which one sits at the top of the stability order? entry Q does.